Here is 2 unconnected molecules or ions with the total composition HN3O4 at a distorted geometry from the Open Molecules 2025 dataset. Energies are from wB97M-V/def2-TZVPD.

CARTESIAN COORDINATES (ANGSTROEM)
N (-0.39509, 0.24676, -0.39009)
N (-1.23297, 1.01620, -0.65497)
N (1.77103, -0.19786, -0.23631)
O (-2.28373, 1.56774, -0.37238)
O (1.69770, -1.11414, -0.96835)
O (2.34537, 0.12411, 0.74091)
O (-0.52865, -0.81306, 0.71877)
H (-1.37366, -0.82976, 1.16242)

Forces on the atoms, in the same order (eV/Å):
N -0.3704 -1.3589 0.2988
N -1.8522 1.4292 0.7913
N 0.4891 0.9317 -0.7147
O 0.5991 -0.7149 -0.2373
O 0.8424 -0.8953 0.1304
O 0.5477 -0.5232 0.5006
O 0.7781 0.5533 -0.7901
H -1.0338 0.5780 0.0211

* lowest unoccupied orbital energy (spin up / spin down): -0.71 / -2.38 eV
* energy above the lowest of the compared OMol25 structures with the same formula, charge and spin: 87.6 kcal/mol
* net charge: 0